Below is a molecular structure, C49H60LuN7O3S2, with properties calculated with wB97M-V/def2-TZVPD.

Geometry as XYZ:
```
122
Properties=species:S:1:pos:R:3:lowdin_charge:R:1
Lu -0.1526 -0.1050 0.8564 1.65
C -5.0031 -3.6842 -0.4005 -0.05
C -3.9348 -3.2618 0.6052 -0.38
C -3.6977 -4.3907 1.6179 -0.07
C -4.3004 -1.9537 1.2834 -0.15
C -5.3760 -1.9601 2.1618 -0.04
C -5.7643 -0.8159 2.8401 -0.07
C -5.0685 0.3582 2.6275 -0.03
C -3.9841 0.4099 1.7539 -0.13
C -3.2783 1.7332 1.5254 -0.37
C -4.2178 2.7464 0.8647 -0.04
C -2.6744 2.2970 2.8113 -0.05
C -3.6006 -0.7476 1.0769 -0.19
N -2.4409 -0.7373 0.2565 -0.03
C -2.6451 -0.9868 -1.0454 -0.52
O -3.6837 -0.9722 -1.7080 0.04
C -1.3842 -1.4291 -1.7728 -0.19
C -1.4287 -2.0507 -3.0115 0.00
C -0.2391 -2.4961 -3.5697 -0.01
C 0.9458 -2.3769 -2.8575 0.02
C 0.8882 -1.8226 -1.5908 -0.19
N -0.2422 -1.3222 -1.1006 0.02
C 2.0310 -1.9737 -0.6132 -0.53
O 3.1224 -2.3217 -1.0598 0.03
N 1.6365 -1.8479 0.6731 0.01
C 2.5339 -2.5193 1.5587 -0.19
C 3.5796 -1.8596 2.2172 -0.13
C 4.4316 -2.5944 3.0393 -0.03
C 4.2635 -3.9552 3.2220 -0.08
C 3.2297 -4.6007 2.5655 -0.06
C 2.3606 -3.9039 1.7314 -0.16
C 1.2727 -4.6688 0.9957 -0.37
C 0.6252 -5.7768 1.8371 -0.07
C 1.8019 -5.2985 -0.2973 -0.04
C 3.8639 -0.3950 1.9724 -0.37
C 4.7500 -0.2161 0.7385 -0.04
C 4.4874 0.3031 3.1776 -0.08
H -4.7116 -4.6084 -0.9008 0.08
H -5.1626 -2.9112 -1.1512 0.07
H -5.9477 -3.8726 0.1126 0.08
H -3.0051 -3.1187 0.0494 0.11
H -4.6362 -4.7240 2.0619 0.08
H -3.0489 -4.0868 2.4421 0.06
H -3.2491 -5.2565 1.1278 0.08
H -5.9190 -2.8819 2.3231 0.11
H -6.6035 -0.8403 3.5208 0.10
H -5.3677 1.2574 3.1474 0.11
H -2.4720 1.5518 0.8043 0.07
H -5.0635 2.9727 1.5152 0.08
H -4.6118 2.3650 -0.0769 0.09
H -3.6939 3.6833 0.6661 0.04
H -3.4495 2.4680 3.5601 0.08
H -2.1746 3.2473 2.6175 0.08
H -1.9394 1.6191 3.2511 0.06
H -2.3819 -2.1800 -3.4974 0.11
H -0.2422 -2.9694 -4.5424 0.11
H 1.8941 -2.7522 -3.2136 0.12
H 5.2506 -2.0938 3.5335 0.10
H 4.9395 -4.5111 3.8562 0.10
H 3.1070 -5.6682 2.6908 0.11
H 0.4983 -3.9423 0.7136 0.10
H 1.2806 -6.6436 1.9173 0.08
H -0.2998 -6.1185 1.3712 0.08
H 0.3920 -5.4870 2.8665 0.06
H 2.5191 -6.0833 -0.0484 0.09
H 2.3096 -4.5723 -0.9271 0.07
H 0.9884 -5.7562 -0.8621 0.08
H 2.9052 0.0867 1.7526 0.09
H 5.7271 -0.6715 0.9081 0.09
H 4.9119 0.8452 0.5384 0.08
H 4.3098 -0.6855 -0.1402 0.06
H 5.5089 -0.0352 3.3498 0.07
H 3.9104 0.1338 4.0868 0.08
H 4.5359 1.3767 3.0019 0.08
N -1.1475 -2.2298 2.0537 -0.03
N -0.3860 -2.9441 3.0170 -0.03
C 0.4011 -2.2289 3.8332 -0.84
N 1.2201 -2.9119 4.6597 0.13
S 0.3280 -0.5452 3.8312 0.71
H -2.0548 -1.9772 2.4629 0.09
H -1.3367 -2.8363 1.2550 0.08
H -0.1968 -3.9208 2.8326 0.09
H 1.5341 -3.8302 4.3777 0.09
H 1.9218 -2.3499 5.1175 0.10
C -5.4593 1.0815 -4.3352 -0.03
C -4.0277 1.3992 -4.7855 -0.55
C -3.2844 0.0796 -4.9651 -0.06
C -4.0559 2.1351 -6.1299 -0.05
C -3.3808 2.2724 -3.7119 -0.15
C -3.7854 3.6156 -3.6116 -0.03
C -3.2846 4.4604 -2.6504 -0.07
C -2.3645 3.9435 -1.7449 -0.48
S -1.5609 4.7552 -0.4605 1.14
C -0.7492 3.2759 -0.0568 -0.54
N -1.0402 2.2427 -0.7965 0.06
C -1.9644 2.6093 -1.7917 -0.27
C -2.4655 1.7783 -2.7966 0.06
C 0.1754 3.2764 1.0904 -0.31
C 0.6626 4.5160 1.5149 -0.08
C 1.5352 4.5973 2.5817 -0.08
C 1.9170 3.4245 3.2142 -0.08
C 1.4166 2.2033 2.7760 -0.20
C 0.5234 2.0607 1.7019 -0.24
H -5.9648 0.4748 -5.0882 0.09
H -6.0380 1.9947 -4.1940 0.08
H -5.4477 0.5298 -3.3951 0.09
H -3.7305 -0.4780 -5.7901 0.09
H -3.3723 -0.5232 -4.0657 0.04
H -2.2277 0.2326 -5.1916 0.10
H -4.3892 1.4510 -6.9112 0.08
H -3.0668 2.5033 -6.4019 0.09
H -4.7417 2.9813 -6.1296 0.07
H -4.5155 4.0022 -4.3079 0.11
H -3.5995 5.4919 -2.5990 0.11
H -2.1402 0.7530 -2.8463 0.09
H 0.3793 5.4293 1.0029 0.07
H 1.9156 5.5563 2.9047 0.10
H 2.6041 3.4554 4.0506 0.10
H 1.7532 1.3335 3.3106 -0.02
O 1.5762 0.8983 -0.7418 -0.09
H 2.1860 1.5071 -0.3010 0.08
H 1.0849 1.4240 -1.3917 0.06
```

## Properties
- multiplicity = 1

---

Below is a molecular structure, C49H61AsF18GeN3O3S2Si4Ti, with properties calculated with wB97M-V/def2-TZVPD.

Geometry as XYZ:
```
143
Properties=species:S:1:pos:R:3:lowdin_charge:R:1
Ti 0.0774 -1.9049 -0.9644 0.66
N -3.6681 -4.0845 -2.1604 0.05
C -2.4217 -3.5871 -1.8200 -0.85
S -2.0849 -1.9454 -2.2109 0.69
N -1.6175 -4.4452 -1.2674 -0.02
N -0.3661 -3.9105 -0.9556 -0.14
C 0.3963 -4.8332 -0.4252 -0.08
C 1.7192 -4.6549 0.1183 -0.15
C 2.4344 -5.7748 0.5716 -0.05
C 3.7010 -5.6568 1.1029 -0.11
C 4.2833 -4.3870 1.2159 -0.10
C 3.5906 -3.2670 0.8071 -0.02
C 2.3154 -3.3905 0.2453 -0.32
O 1.6534 -2.3292 -0.1644 -0.22
H -4.3764 -3.3798 -2.2773 0.06
H -3.9500 -4.9028 -1.6456 0.08
H -0.0390 -5.8267 -0.3807 0.12
H 1.9625 -6.7492 0.4950 0.10
H 4.2389 -6.5371 1.4323 0.09
H 5.2786 -4.2782 1.6312 0.10
H 4.0117 -2.2739 0.9125 0.09
C 4.2313 -2.2659 4.6591 -0.22
Si 2.7754 -1.1192 4.9137 0.22
C 1.2612 -2.1849 5.1162 -0.22
C 3.0890 -0.2672 6.5520 -0.22
As 2.4959 0.2176 3.0119 0.88
Si 4.6373 1.1255 2.8814 0.21
C 4.4896 2.7210 1.9119 -0.22
C 5.6199 1.4854 4.4354 -0.22
C 5.7275 -0.0130 1.8735 -0.23
Si 1.3851 2.0521 3.9799 0.26
C 0.8403 3.3026 2.7054 -0.21
C 2.4349 3.0323 5.1992 -0.23
C -0.0806 1.4499 4.9635 -0.21
H 4.4523 -2.8098 5.5833 0.03
H 5.1328 -1.7223 4.3598 0.00
H 4.0102 -2.9924 3.8716 0.02
H 1.2600 -2.6664 6.0994 0.03
H 1.2410 -2.9597 4.3447 0.03
H 0.3382 -1.6063 5.0142 0.02
H 3.2304 -1.0276 7.3273 0.03
H 2.2578 0.3766 6.8504 0.01
H 3.9891 0.3532 6.5095 0.01
H 5.4136 2.9285 1.3643 0.03
H 4.2720 3.5726 2.5643 0.02
H 3.6744 2.6517 1.1848 0.02
H 5.0697 2.1062 5.1458 0.00
H 6.5410 2.0097 4.1592 0.03
H 5.8949 0.5569 4.9470 0.02
H 5.2257 -0.3360 0.9559 0.00
H 6.0019 -0.9122 2.4348 0.01
H 6.6472 0.5110 1.5952 0.03
H 1.2516 4.2892 2.9384 0.03
H -0.2507 3.3594 2.6905 0.03
H 1.1444 3.0202 1.6955 0.02
H 3.2174 3.6007 4.6857 0.01
H 2.9142 2.4108 5.9587 0.00
H 1.7774 3.7480 5.7069 0.03
H -0.7067 0.7950 4.3532 0.02
H -0.6808 2.3158 5.2633 0.03
H 0.2181 0.9083 5.8662 0.01
F -0.1417 -2.2797 1.9700 0.12
C -1.1583 -1.4247 1.6936 -0.55
F -1.8003 -1.2027 2.8358 0.16
F -1.9742 -2.0942 0.8566 0.10
C -0.5502 -0.1008 1.0792 -0.62
O -0.3168 0.7777 1.8649 0.00
O -0.2359 -0.1873 -0.1774 -0.20
F -7.2649 2.5093 -2.5885 0.09
C -7.2175 1.2385 -2.1440 -0.22
C -6.3790 0.8675 -1.1116 -0.12
C -6.4641 -0.4613 -0.7172 -0.24
F -5.7523 -0.9155 0.3162 0.09
C -7.2994 -1.3759 -1.3339 -0.14
F -7.3447 -2.6563 -0.9346 0.10
C -8.1052 -0.9625 -2.3738 -0.14
F -8.9264 -1.8346 -2.9782 0.11
C -8.0766 0.3535 -2.7753 -0.14
F -8.8838 0.7602 -3.7699 0.10
Ge -4.8864 1.9733 -0.3456 0.55
S -3.0556 1.0045 -0.1532 0.32
C -5.5864 2.6861 1.3977 -0.11
C -6.7306 2.2622 2.0435 -0.21
F -7.6553 1.5105 1.4146 0.08
C -7.0221 2.5912 3.3582 -0.15
F -8.1650 2.1856 3.9379 0.10
C -6.1325 3.3570 4.0756 -0.14
F -6.4045 3.6938 5.3457 0.11
C -4.9689 3.7935 3.4769 -0.14
F -4.1136 4.5539 4.1756 0.11
C -4.7159 3.4530 2.1612 -0.25
F -3.5781 3.9185 1.6394 0.09
C -4.7686 3.5299 -1.5958 -0.13
C -4.3404 3.2495 -2.8849 -0.24
F -4.2995 1.9853 -3.3207 0.09
C -3.9720 4.2286 -3.7864 -0.14
F -3.5768 3.9217 -5.0283 0.11
C -4.0245 5.5529 -3.3969 -0.14
F -3.6726 6.5227 -4.2540 0.11
C -4.4665 5.8775 -2.1344 -0.14
F -4.5461 7.1690 -1.7724 0.10
C -4.8317 4.8671 -1.2608 -0.21
F -5.2949 5.2699 -0.0620 0.08
C 3.8154 0.5633 -3.6471 -0.11
C 3.0891 -0.3314 -2.6292 -0.59
C 3.0287 0.4319 -1.2894 -0.12
C 4.0092 -1.5381 -2.3828 -0.11
Si 1.2585 -0.9168 -3.1277 0.84
C 1.4475 -2.3136 -4.5048 -0.62
C 2.4749 -2.0430 -5.6156 -0.11
C 0.0910 -2.5638 -5.1796 -0.12
C 1.8386 -3.6421 -3.8342 -0.11
C 0.3867 0.6529 -3.9355 -0.60
C -1.1417 0.5003 -4.0142 -0.16
C 0.5905 1.8977 -3.0508 -0.11
C 0.8670 0.9811 -5.3580 -0.11
H 4.8231 0.7979 -3.2660 0.08
H 3.3068 1.5117 -3.8176 0.05
H 3.9392 0.0707 -4.6132 0.06
H 4.0384 0.7993 -1.0356 0.07
H 2.6923 -0.2143 -0.4785 0.05
H 2.3609 1.2920 -1.3109 0.06
H 4.9223 -1.1988 -1.8664 0.08
H 4.3237 -2.0090 -3.3166 0.06
H 3.5443 -2.2990 -1.7581 0.05
H 2.2673 -1.1265 -6.1675 0.06
H 2.4572 -2.8752 -6.3377 0.07
H 3.4924 -1.9770 -5.2254 0.05
H -0.2300 -1.7149 -5.7877 0.06
H -0.6954 -2.7686 -4.4513 0.04
H 0.1744 -3.4353 -5.8480 0.08
H 2.8264 -3.6132 -3.3766 0.06
H 1.8462 -4.4436 -4.5899 0.08
H 1.1199 -3.9258 -3.0639 0.05
H -1.5960 0.4946 -3.0206 0.02
H -1.4654 -0.4013 -4.5339 0.04
H -1.5563 1.3683 -4.5499 0.08
H 0.2746 1.7115 -2.0205 0.07
H -0.0362 2.7122 -3.4422 0.08
H 1.6194 2.2578 -3.0405 0.05
H 0.4825 0.2605 -6.0833 0.06
H 1.9513 1.0112 -5.4585 0.05
H 0.4781 1.9694 -5.6466 0.08
```

## Properties
- energy above the lowest of the compared OMol25 structures with the same formula, charge and spin (eV) = 0.114
- multiplicity = 2
- <S²> = 0.769
- charge = -2

---

Below is a molecular structure, C49H61BF2GeNOP2STeY, with properties calculated with wB97M-V/def2-TZVPD.

Geometry as XYZ:
```
121
Properties=species:S:1:pos:R:3:lowdin_charge:R:1
Y -0.1587 0.7835 -0.2898 1.05
C -4.3058 -3.0508 4.1573 -0.15
C -3.5132 -1.8455 4.7062 -0.57
C -2.7899 -2.1537 6.0158 -0.12
P -2.4576 -1.3407 3.1940 1.15
C -1.5825 0.2470 3.9133 -0.49
C -2.5825 1.2709 4.3871 -0.11
C -0.7240 0.7677 2.7607 -0.17
C -3.7604 -0.7015 2.0934 -0.31
C -5.0543 -0.4878 2.4570 -0.09
C -5.9634 0.0109 1.5425 -0.27
C -7.3833 0.2581 2.0132 -0.07
C -5.5023 0.3640 0.2754 -0.02
C -4.1706 0.1769 -0.0541 -0.07
C -3.3169 -0.4523 0.7969 -0.35
N -2.0038 -0.8797 0.3893 -0.08
C -2.0303 -1.9775 -0.4095 -0.34
C -3.2781 -2.5454 -0.8773 0.00
C -3.2711 -3.7313 -1.5629 -0.06
C -2.0769 -4.3293 -1.9737 -0.34
C -2.0988 -5.4879 -2.8758 -0.09
C -0.8740 -3.7643 -1.5579 -0.07
C -0.8394 -2.6442 -0.6996 -0.30
P 0.6800 -2.2662 0.3263 1.07
C 2.0851 -3.0632 -0.6036 -0.54
C 2.1524 -2.3179 -1.9683 -0.14
C 2.3870 -4.5718 -0.7026 -0.12
C 0.3319 -3.2677 1.8724 -0.56
C 1.5424 -3.2062 2.7799 -0.14
C -0.2119 -4.7431 1.7622 -0.10
H -3.5982 -3.8586 4.0789 0.05
H -4.8071 -2.9027 3.1699 0.07
H -5.0476 -3.3883 4.9067 0.07
H -4.1010 -1.0014 4.8988 0.05
H -2.1105 -2.9891 5.8871 0.07
H -3.4926 -2.4502 6.7398 0.05
H -2.3174 -1.2180 6.3687 0.07
H -0.9637 -0.1448 4.7380 0.10
H -3.3859 1.3782 3.6798 0.06
H -2.1119 2.2597 4.5168 0.08
H -3.0526 1.0741 5.3572 0.07
H -1.4437 1.2753 2.0863 0.04
H -0.1750 -0.0750 2.3275 0.03
H -0.0596 1.5908 3.0676 0.07
H -5.3754 -0.7383 3.4386 0.09
H -7.9136 -0.6326 2.4212 0.08
H -7.9996 0.5362 1.1583 0.06
H -7.4750 1.0761 2.7381 0.07
H -6.1577 0.8283 -0.4682 0.12
H -3.8510 0.4857 -0.9928 0.10
H -4.1880 -2.0450 -0.6447 0.08
H -4.1866 -4.1570 -1.9010 0.09
H -2.9360 -5.4921 -3.5545 0.06
H -2.1632 -6.3939 -2.2124 0.08
H -1.1096 -5.5856 -3.3643 0.08
H 0.0243 -4.3429 -1.7620 0.09
H 3.0007 -2.7354 -0.1148 0.09
H 1.4319 -2.7093 -2.6825 0.07
H 3.1348 -2.4681 -2.3012 0.05
H 1.9893 -1.2384 -1.8836 0.01
H 2.9056 -4.7157 -1.6843 0.08
H 1.5511 -5.2434 -0.5971 0.04
H 3.1207 -4.8650 0.0538 0.06
H -0.5298 -2.7498 2.2596 -0.01
H 2.2752 -3.9226 2.3830 0.07
H 1.3277 -3.4891 3.8385 0.08
H 1.9695 -2.2425 2.6999 0.04
H 0.5200 -5.3698 1.2903 0.03
H -1.1245 -4.8971 1.1170 0.08
H -0.3808 -5.1655 2.7974 0.08
O 2.2321 0.6779 0.9471 -0.16
H 2.0886 1.6336 1.0106 -0.06
H 2.7378 0.5684 0.1306 0.02
F -2.8570 3.0159 1.0051 -0.02
B -2.2133 2.6424 -0.1829 -0.75
F -2.8902 3.1093 -1.2772 0.03
Te 0.6481 4.0648 0.5063 0.74
C 0.0258 4.4833 2.4759 -1.06
C 0.7385 4.2880 3.6261 -0.30
C 0.1137 4.8743 4.7383 -0.24
C -1.0332 5.5788 4.4186 -0.47
S -1.3807 5.4244 2.7527 0.90
H 1.7156 3.7785 3.5715 0.10
H 0.4837 4.6940 5.7374 0.08
H -1.8203 5.9058 5.0974 0.04
C 0.8825 1.1007 -2.2923 -0.52
Ge 2.4143 1.8547 -3.0498 0.79
C 4.0590 1.6940 -1.9038 -0.29
C 4.1959 2.6729 -0.9091 -0.14
C 5.3664 2.7565 -0.0986 -0.08
C 6.3793 1.8334 -0.3494 -0.12
C 6.2805 0.8712 -1.3797 -0.09
C 5.0930 0.7919 -2.1417 -0.11
C 2.3906 3.8431 -3.5780 -0.22
C 3.5614 4.6316 -3.6367 -0.16
C 3.5722 5.9489 -3.9513 -0.15
C 2.3804 6.6074 -4.2310 -0.11
C 1.1775 5.8463 -4.3067 -0.10
C 1.1458 4.5006 -3.9299 -0.08
C 3.1585 1.1505 -4.7876 -0.27
C 4.2530 1.7164 -5.4538 -0.11
C 4.8115 1.0751 -6.5368 -0.12
C 4.2917 -0.1247 -7.0033 -0.13
C 3.2235 -0.6891 -6.3391 -0.13
C 2.6152 -0.0297 -5.2821 -0.13
H -0.0326 1.2507 -2.9187 -0.11
H 3.4761 3.4767 -0.7353 0.04
H 5.5311 3.5684 0.6030 0.09
H 7.3182 1.9230 0.1543 0.07
H 7.1443 0.2560 -1.5957 0.08
H 5.0577 0.1064 -2.9618 0.08
H 4.5733 4.1986 -3.3793 0.11
H 4.4693 6.5649 -3.9527 0.09
H 2.2959 7.6840 -4.3727 0.08
H 0.2764 6.3672 -4.4715 0.07
H 0.2289 3.9977 -3.7958 0.08
H 4.6232 2.6754 -5.1510 0.08
H 5.6397 1.5186 -7.0739 0.09
H 4.7435 -0.6896 -7.8428 0.10
H 2.7614 -1.5973 -6.6933 0.09
H 1.6297 -0.4201 -4.9329 0.10
```

## Properties
- multiplicity = 1
- charge = -2

---

Number 1: energy -123657.9882 eV. Number 2: energy -304989.6996 eV. Number 3: energy -155718.3277 eV.